i:
C5H10NO | the ωB97M-V functional and the def2-TZVPD basis

Structure (ORCA input):
```
! RIJCOSX wB97M-V def2-TZVPD def2/J DEFGRID3
* xyz 1 1
C -0.21732 3.27909 0.45909
O 0.00628 2.23707 1.37951
N -0.24209 1.05207 0.89466
C -0.51132 0.10092 0.18819
C -0.45139 -1.21101 -0.23104
C 0.21393 -2.01855 0.90475
C 0.42669 -1.45527 -1.52420
H -1.13078 3.31798 0.05800
H 0.41405 3.08586 -0.46934
H 0.32116 4.17692 0.82291
H -1.47163 -1.50253 -0.36485
H 1.29251 -1.66294 0.85338
H -0.42818 -1.89191 1.78352
H 0.21022 -3.07293 0.60546
H 0.43484 -2.63925 -1.69856
H -0.13341 -1.02634 -2.35987
H 1.26645 -0.76918 -1.30160
*
```

**Molar mass**: 100.1 g mol⁻¹
**Frontier orbital gap**: 10.9807 eV


ii:
C5H10NO | the ωB97M-V functional and the def2-TZVPD basis

Structure (ORCA input):
```
! RIJCOSX wB97M-V def2-TZVPD def2/J DEFGRID3
* xyz 1 1
C 0.09618 -0.02342 2.01945
C 0.18452 1.28563 1.23890
C 1.12846 1.29436 0.02764
N 0.65178 0.48184 -0.94141
C 0.11231 -0.28972 -1.53456
C -0.67785 -1.42331 -2.08558
O -1.46542 -1.97821 -1.08672
H 1.09695 -0.19890 2.55045
H -0.13750 -0.74688 1.26715
H -0.60092 0.06748 2.81838
H 0.45232 2.10926 1.95928
H -0.87268 1.72352 1.08854
H 1.21729 2.24303 -0.54551
H 2.12476 0.96916 0.43940
H -1.18321 -1.06623 -3.07079
H 0.11632 -2.19105 -2.55223
H -2.24333 -2.25655 -1.59240
*
```

**Molar mass**: 100.1 g mol⁻¹
**Frontier orbital gap**: 11.3661 eV


Which structure is most stable? ii, by 259.9 kJ/mol over the runner-up.


i:
C5H10NO | the ωB97M-V functional and the def2-TZVPD basis

Structure (ORCA input):
```
! RIJCOSX wB97M-V def2-TZVPD def2/J DEFGRID3
* xyz 1 1
C 1.37596 -1.23722 -0.72321
C -2.20858 0.06060 -0.26386
C 2.26874 -0.32257 2.51436
C -0.92515 0.89405 -0.38459
C -0.08319 0.47082 -1.70702
N 0.77536 -0.59328 -1.44764
O 1.54428 -0.43929 1.52737
H -1.92655 -0.98397 0.02072
H -2.66932 0.01467 -1.29325
H -2.92374 0.38725 0.44393
H 3.26933 0.10607 2.53732
H 1.75164 -0.59658 3.42559
H -0.36749 0.91276 0.56765
H -1.29715 1.97353 -0.46155
H -0.85544 0.13911 -2.42449
H 0.50451 1.37409 -2.10297
H 1.76678 -2.16005 -0.22835
*
```

**Molar mass**: 100.1 g mol⁻¹
**Frontier orbital gap**: 10.4352 eV


ii:
C5H10NO | the ωB97M-V functional and the def2-TZVPD basis

Structure (ORCA input):
```
! RIJCOSX wB97M-V def2-TZVPD def2/J DEFGRID3
* xyz 1 1
C -0.84111 0.46579 0.98461
C 0.70713 1.14542 -0.94375
C -2.03067 0.76578 0.03445
C 0.54286 -0.08749 -1.32643
C 0.42235 0.20976 0.15040
N 1.61920 -0.20667 1.07217
O -2.90759 0.08550 -0.21289
H -0.60424 1.26876 1.66988
H -1.06911 -0.53123 1.52513
H 0.73375 2.30253 -1.22079
H -0.37741 -2.58752 -1.32311
H -1.95296 1.83024 -0.30736
H 0.21799 -3.02778 -1.49481
H 0.29083 -0.85833 -2.10549
H 2.39052 0.38965 0.67291
H 1.66234 -1.16565 0.89896
H 1.19612 0.00123 1.92614
*
```

**Molar mass**: 100.1 g mol⁻¹
**Frontier orbital gap**: 10.1605 eV


Which structure is most stable? i, by 180.6 kJ/mol over the runner-up.


i:
C8H10O3 | the ωB97M-V functional and the def2-TZVPD basis

Structure (ORCA input):
```
! RIJCOSX wB97M-V def2-TZVPD def2/J DEFGRID3
* xyz 0 1
O 2.65369 -1.15804 -2.32102
C 1.71249 -1.00118 -1.51304
C 0.25052 -1.55098 -1.77364
C -0.75338 -1.13260 -0.98370
C -0.54521 -0.34347 0.32474
O -1.08179 -1.37450 1.26644
C -1.37774 0.99594 0.45023
C -0.41839 1.61296 1.52121
O 0.84309 1.22601 1.21229
C 0.81297 -0.15721 0.65452
C 1.60751 0.14541 -0.59768
H 0.13090 -2.15027 -2.73909
H -1.89616 -1.32871 -1.11567
H -2.03423 -1.30850 1.20152
H -1.19321 1.58755 -0.48536
H -2.40389 0.90770 0.70495
H -0.86361 1.30068 2.52390
H -0.33603 2.82267 1.80347
H 1.41261 -0.89551 1.29110
H 0.90059 1.07552 -1.10089
H 2.57928 0.72653 -0.32428
*
```

**Molar mass**: 154.2 g mol⁻¹
**Frontier orbital gap**: 9.6979 eV


ii:
C8H10O3 | the ωB97M-V functional and the def2-TZVPD basis

Structure (ORCA input):
```
! RIJCOSX wB97M-V def2-TZVPD def2/J DEFGRID3
* xyz 0 1
C 1.28918 2.82348 -0.33290
C 0.06168 1.86050 -0.30637
O -1.01003 2.62986 -0.49051
C -0.02844 0.46089 -0.23493
C 1.15355 -0.39874 -0.15129
O 2.32283 -0.04958 0.04610
C 0.87916 -1.89298 -0.18007
C -0.17503 -2.12461 0.87979
C -1.50132 -1.56138 0.45670
C -1.40219 -0.21482 -0.20093
O -2.34541 0.39981 -0.59181
H 1.03026 3.61287 -1.03526
H 1.22297 3.30493 0.61464
H 2.24949 2.42925 -0.48697
H -1.77793 1.99379 -0.64490
H 1.77389 -2.41678 0.08968
H 0.56085 -2.25973 -1.14531
H -0.30485 -3.16815 0.89400
H 0.24843 -1.76406 1.81801
H -2.05919 -2.23706 -0.23761
H -2.18790 -1.42751 1.23993
*
```

**Molar mass**: 154.2 g mol⁻¹
**Frontier orbital gap**: 9.6719 eV


Which structure is most stable? ii, by 322.1 kJ/mol over the runner-up.


i:
C5H12NO2 | the ωB97M-V functional and the def2-TZVPD basis

Structure (ORCA input):
```
! RIJCOSX wB97M-V def2-TZVPD def2/J DEFGRID3
* xyz -1 1
C 1.87643 2.37977 0.37242
C 1.99060 0.85812 0.46742
C 1.14534 0.10299 -0.55531
O 1.24910 -1.13984 -0.65157
O -0.38567 0.63588 0.11082
C -1.43593 -0.11234 -0.36262
C -1.57681 -1.47189 0.31451
N -2.60471 -2.31953 -0.34031
H 2.22927 2.74354 -0.59066
H 2.49219 2.86263 1.12820
H 0.83953 2.67016 0.50222
H 3.02893 0.55672 0.32178
H 1.66674 0.51294 1.44603
H 0.96999 0.68063 -1.48682
H -2.38817 0.44427 -0.22752
H -1.36464 -0.29147 -1.45400
H -0.59156 -1.94266 0.30582
H -1.83874 -1.33905 1.36106
H -2.17101 -2.97189 -0.98339
H -3.13087 -2.85895 0.32191
*
```

**Molar mass**: 118.2 g mol⁻¹
**Frontier orbital gap**: 7.7148 eV


ii:
C5H12NO2 | the ωB97M-V functional and the def2-TZVPD basis

Structure (ORCA input):
```
! RIJCOSX wB97M-V def2-TZVPD def2/J DEFGRID3
* xyz -1 1
C 1.24682 -1.58695 0.31661
O 1.99520 -2.48409 0.97824
C 0.90439 -0.34845 1.24335
C -0.23921 0.37454 0.46540
C -0.72251 1.71464 1.02798
C -2.02429 2.08747 -0.87834
N -1.22220 2.58191 -0.03765
H 1.85825 -1.17272 -0.53920
H 0.30179 -2.01172 -0.07124
H 1.77182 0.24675 1.46955
H 0.57993 -0.80714 2.16513
H -1.03587 -0.36882 0.49467
H 0.09640 0.42144 -0.56026
H 0.12107 2.22862 1.55061
H -1.57672 1.49890 1.69776
H -2.44375 2.66809 -1.69624
H -2.53441 1.13477 -0.65608
H 1.05994 -2.80545 -2.44427
H 1.14478 -1.45199 -1.88473
O 0.71856 -1.91980 -2.64127
*
```

**Molar mass**: 118.2 g mol⁻¹
**Frontier orbital gap**: 6.0778 eV


Which structure is most stable? i, by 142.3 kJ/mol over the runner-up.


i:
C5H12NO2 | the ωB97M-V functional and the def2-TZVPD basis

Structure (ORCA input):
```
! RIJCOSX wB97M-V def2-TZVPD def2/J DEFGRID3
* xyz -1 1
C -1.43033 1.87144 -0.40538
O -0.63654 2.76729 -0.91693
C -0.44927 0.57001 -0.13040
C -1.07108 -0.86158 -0.14194
C -0.18890 -1.79582 0.67330
C -0.45604 -3.06914 1.02145
N 0.77506 0.72388 -0.91672
H -2.24626 1.56929 -1.11461
H -1.88399 2.15811 0.51632
H -0.07142 0.65634 0.92757
H -2.13700 -0.89940 0.07206
H -1.18375 -1.19408 -1.22856
H 0.80052 -1.33573 0.73368
H -1.40487 -3.36480 0.57300
H 0.35598 -3.57461 1.65164
H 0.61865 0.20415 -1.78559
H 0.78369 1.73838 -1.13218
H 2.29726 0.20358 0.22821
H 2.36698 -0.37143 1.70612
O 2.86810 -0.41058 0.81283
*
```

**Molar mass**: 118.2 g mol⁻¹
**Frontier orbital gap**: 6.6052 eV


ii:
C5H12NO2 | the ωB97M-V functional and the def2-TZVPD basis

Structure (ORCA input):
```
! RIJCOSX wB97M-V def2-TZVPD def2/J DEFGRID3
* xyz -1 1
C 1.81160 0.52701 0.07725
N 1.00984 1.13473 -0.94339
C -0.03835 0.44501 -0.33055
C -0.56210 -0.79225 -1.07567
O -1.42953 -1.59389 -0.27302
C -0.85388 1.13450 0.75924
O -1.79038 0.25051 1.43872
C 1.74500 -0.89206 0.84515
H 1.88086 1.18319 0.97665
H 2.89566 0.43223 -0.40481
H -3.22517 0.17552 -1.24031
H -2.86797 0.62084 -1.72083
H -0.96634 -0.35472 -1.97144
H 0.40955 -1.33976 -1.53426
H -1.79159 -0.71762 0.49989
H -0.09869 1.50082 1.52464
H -1.37329 1.97278 0.25307
H 1.51703 -1.73877 0.14862
H 1.02408 -0.93438 1.62651
H 2.70366 -1.01369 1.34455
*
```

**Molar mass**: 118.2 g mol⁻¹
**Frontier orbital gap**: 6.9977 eV


iii:
C5H12NO2 | the ωB97M-V functional and the def2-TZVPD basis

Structure (ORCA input):
```
! RIJCOSX wB97M-V def2-TZVPD def2/J DEFGRID3
* xyz -1 1
N 1.81382 -0.12165 0.25710
C 1.20414 1.05022 1.02622
C 0.05131 0.37967 1.93510
C -0.55507 -0.70257 1.05895
C 0.64502 -0.99442 0.02325
C 0.14285 -0.54658 -1.48412
O -1.16053 -0.78078 -1.62991
H 2.54560 -0.58059 0.83731
H 1.96379 1.51057 1.63474
H 0.82948 1.77999 0.38126
H 0.36562 -0.11438 2.78775
H -0.53842 1.19038 2.24440
H -0.83541 -1.55066 1.59783
H -1.38112 -0.31628 0.51157
H 0.99472 -2.00907 0.02293
H 0.42000 0.59426 -1.64926
H 0.85151 -1.07632 -2.09842
H -1.81547 0.29952 -2.02444
H -2.87417 0.90230 -3.14322
O -2.66768 1.08638 -2.28905
*
```

**Molar mass**: 118.2 g mol⁻¹
**Frontier orbital gap**: 7.4130 eV


Which structure is most stable? iii, by 63.8 kJ/mol over the runner-up.


i:
C3H9NOS2 | the ωB97M-V functional and the def2-TZVPD basis

Structure (ORCA input):
```
! RIJCOSX wB97M-V def2-TZVPD def2/J DEFGRID3
* xyz 0 1
N -0.97881 -1.12577 0.53514
C -0.58312 0.14335 1.03451
C -0.14367 0.08197 2.51256
O -1.18300 -0.62117 3.26426
C 0.51818 0.83219 0.22412
S 0.11232 1.01891 -1.55895
S 1.21214 -0.51283 -2.30897
H -0.37375 -1.90972 0.66948
H -1.53142 -1.13683 -0.29662
H -1.43880 0.83377 1.00711
H 0.61111 -0.71059 2.61246
H 0.00023 0.99976 3.07154
H -1.99074 -0.11800 3.36513
H 1.39564 0.17898 0.28647
H 0.87461 1.77236 0.65099
H 0.25485 -1.33537 -2.76975
*
```

**Molar mass**: 139.2 g mol⁻¹
**Frontier orbital gap**: 9.1546 eV


ii:
C3H9NOS2 | the ωB97M-V functional and the def2-TZVPD basis

Structure (ORCA input):
```
! RIJCOSX wB97M-V def2-TZVPD def2/J DEFGRID3
* xyz 0 1
C -1.25283 1.42862 0.49414
S -1.20472 -0.27480 0.40775
O -0.60734 -0.83371 1.61135
S -2.93006 -0.91234 -0.11346
C -0.04744 -0.49717 -0.92412
C 1.32389 -0.08209 -0.42126
N 1.95869 -0.86675 0.63595
H -2.05481 1.73820 1.20969
H -0.23713 1.72412 0.78974
H -1.43602 1.87008 -0.39122
H -0.18150 -1.51485 -1.20354
H -0.16538 0.12822 -1.86280
H 1.18339 1.05966 -0.35808
H 1.97597 -0.08839 -1.16172
H 1.20075 -1.21987 1.29397
H 2.47452 -1.65893 -0.00641
*
```

**Molar mass**: 139.2 g mol⁻¹
**Frontier orbital gap**: 9.8354 eV


Which structure is most stable? i, by 161.6 kJ/mol over the runner-up.